--- i ---
{"formula": "C4H5N3O2", "method": "ωB97M-V/def2-TZVPD", "elements": ["C", "C", "C", "C", "N", "N", "N", "O", "O", "H", "H", "H", "H", "H"], "positions_angstrom": [[1.810, 1.016, 0.153], [0.892, -1.134, -0.180], [-1.274, 0.311, 0.282], [-0.231, 0.556, -0.730], [0.775, 1.502, -0.347], [1.967, -0.402, 0.273], [-2.379, -0.383, -0.101], [0.655, -2.241, -0.369], [-1.275, 0.589, 1.457], [2.623, 1.616, 0.612], [-0.595, 0.520, -1.670], [2.639, -0.873, 0.806], [-2.782, -0.507, -0.997], [-2.824, -0.571, 0.811]], "lowdin_charge": [-0.165, -0.294, -0.594, -0.057, 0.072, 0.117, 0.152, 0.160, 0.044, 0.139, 0.083, 0.126, 0.089, 0.127], "charge": 0, "multiplicity": 1, "lumo_ev": 0.5482, "homo_ev": -8.7, "orbital_gap_ev": 9.255}

--- ii ---
{"formula": "C4H5N3O2", "method": "ωB97M-V/def2-TZVPD", "elements": ["C", "C", "C", "C", "N", "N", "N", "O", "O", "H", "H", "H", "H", "H"], "positions_angstrom": [[-0.080, 1.452, 0.367], [1.911, 0.967, -0.981], [0.741, -1.912, -1.068], [-1.565, 0.023, 1.570], [1.086, 1.592, -0.375], [-0.013, -1.598, -1.876], [-0.444, 0.275, 0.758], [2.770, 0.531, -1.595], [1.343, -2.364, -0.212], [-0.415, 2.373, 0.876], [-2.019, 0.933, 1.941], [-2.052, -0.728, 0.890], [-1.259, -0.630, 2.311], [-0.002, -0.913, -2.607]], "lowdin_charge": [-0.193, -0.343, -0.524, -0.128, 0.153, 0.219, -0.023, 0.199, 0.174, 0.127, 0.080, 0.110, 0.053, 0.096], "charge": 0, "multiplicity": 1, "smiles": "C/N=C/N=C=O.N=C=O", "lumo_ev": 0.6665, "homo_ev": -9.8, "orbital_gap_ev": 10.477}

--- iii ---
{"formula": "C4H5N3O2", "method": "ωB97M-V/def2-TZVPD", "elements": ["C", "C", "C", "C", "H", "H", "H", "H", "H", "N", "N", "N", "O", "O"], "positions_angstrom": [[1.130, -0.514, -0.169], [0.659, 0.746, -0.050], [-1.688, -0.045, 0.054], [0.076, -1.526, -0.083], [3.218, -0.356, -0.575], [2.763, -1.172, 1.154], [0.857, 2.705, 0.736], [-0.988, 2.049, -0.314], [0.494, -2.517, -0.016], [2.547, -0.970, -0.069], [-0.779, 0.988, 0.115], [-1.217, -1.320, 0.222], [1.477, 1.861, -0.017], [-2.883, 0.193, -0.156]], "lowdin_charge": [-0.273, -0.315, -0.592, -0.032, 0.068, 0.208, 0.307, 0.235, 0.109, 0.010, 0.138, 0.138, -0.035, 0.033], "charge": 0, "multiplicity": 1, "lumo_ev": -0.7588, "homo_ev": -9.0, "orbital_gap_ev": 8.214}

--- iv ---
{"formula": "C4H5N3O2", "method": "ωB97M-V/def2-TZVPD", "elements": ["C", "C", "C", "C", "N", "N", "N", "O", "O", "H", "H", "H", "H", "H"], "positions_angstrom": [[-2.314, 1.239, 0.163], [0.948, -1.089, 0.164], [2.332, 0.783, -0.122], [-2.485, -0.095, -0.022], [-2.226, 2.413, 0.186], [2.075, -0.616, 0.065], [-1.473, -0.945, 0.063], [-1.544, -2.191, 0.033], [-0.213, -0.323, 0.248], [0.865, -2.202, 0.204], [2.579, 1.127, -1.162], [3.446, 1.003, 0.409], [1.422, 1.380, 0.156], [-3.412, -0.486, -0.384]], "lowdin_charge": [-0.210, -0.211, -0.138, -0.038, 0.179, -0.004, -0.217, 0.034, 0.023, 0.147, 0.079, 0.139, 0.077, 0.141], "charge": 0, "multiplicity": 1, "smiles": "C/N=C\\O/[N+]([O-])=C\\C#N", "lumo_ev": [-0.9395, -0.9402], "homo_ev": [-9.9, -9.9], "orbital_gap_ev": [8.960, 8.959]}

The most stable of them is ii.

--- i ---
{"formula": "C16H24O12", "method": "ωB97M-V/def2-TZVPD", "elements": ["C", "C", "C", "O", "C", "O", "O", "H", "H", "H", "H", "H", "H", "C", "C", "C", "O", "C", "O", "O", "H", "H", "H", "H", "H", "H", "C", "C", "C", "O", "C", "O", "O", "H", "H", "H", "H", "H", "H", "C", "C", "C", "O", "C", "O", "O", "H", "H", "H", "H", "H", "H"], "positions_angstrom": [[-0.852, -4.340, 5.086], [-1.894, -3.719, 4.182], [-1.672, -2.221, 3.988], [-2.161, -2.021, 2.658], [-1.909, -3.150, 1.956], [-2.099, -3.279, 0.797], [-1.655, -4.154, 2.842], [-1.064, -5.407, 5.191], [-0.815, -3.941, 6.097], [0.113, -4.267, 4.587], [-2.946, -3.829, 4.457], [-0.598, -2.015, 4.012], [-2.220, -1.526, 4.617], [-0.610, 3.374, -4.604], [-0.077, 4.220, -3.468], [-1.059, 4.757, -2.411], [-0.292, 4.584, -1.195], [0.837, 3.874, -1.430], [1.659, 3.660, -0.591], [0.885, 3.507, -2.705], [-1.500, 3.867, -4.998], [-0.909, 2.370, -4.309], [0.145, 3.262, -5.381], [0.332, 5.131, -3.927], [-1.890, 4.054, -2.331], [-1.193, 5.831, -2.458], [-2.740, 1.055, 0.704], [-1.952, 0.770, -0.562], [-2.386, -0.470, -1.343], [-2.896, 0.004, -2.580], [-2.786, 1.359, -2.625], [-3.318, 2.055, -3.438], [-2.103, 1.812, -1.567], [-2.307, 1.840, 1.311], [-2.898, 0.095, 1.199], [-3.768, 1.282, 0.395], [-0.879, 0.738, -0.374], [-3.101, -1.035, -0.741], [-1.548, -1.121, -1.595], [5.717, -0.725, 0.584], [4.760, -1.365, -0.388], [3.830, -2.445, 0.205], [2.533, -1.987, -0.104], [2.583, -0.723, -0.593], [1.635, -0.038, -0.752], [3.839, -0.403, -0.891], [5.228, -0.067, 1.313], [6.450, -0.075, 0.110], [6.194, -1.454, 1.244], [5.334, -1.731, -1.241], [3.985, -2.562, 1.280], [4.039, -3.431, -0.213]], "lowdin_charge": [-0.022, -0.320, -0.094, 0.042, -0.550, 0.179, 0.074, 0.086, 0.090, 0.092, 0.160, 0.137, 0.140, -0.015, -0.318, -0.054, 0.042, -0.583, 0.150, 0.102, 0.095, 0.073, 0.084, 0.148, 0.112, 0.134, -0.001, -0.274, -0.090, 0.074, -0.572, 0.141, 0.063, 0.087, 0.069, 0.098, 0.138, 0.125, 0.136, -0.031, -0.307, -0.099, 0.070, -0.571, 0.178, 0.101, 0.096, 0.086, 0.087, 0.151, 0.128, 0.131], "charge": 0, "multiplicity": 1, "smiles": "C[C@H]1COC(=O)O1.C[C@H]1COC(=O)O1.C[C@H]1COC(=O)O1.C[C@H]1COC(=O)O1", "lumo_ev": 0.4283, "homo_ev": -10.2, "orbital_gap_ev": 10.638}

--- ii ---
{"formula": "C16H24O12", "method": "ωB97M-V/def2-TZVPD", "elements": ["C", "C", "C", "O", "C", "O", "O", "H", "H", "H", "H", "H", "H", "C", "C", "C", "O", "C", "O", "O", "H", "H", "H", "H", "H", "H", "C", "C", "C", "O", "C", "O", "O", "H", "H", "H", "H", "H", "H", "C", "C", "C", "O", "C", "O", "O", "H", "H", "H", "H", "H", "H"], "positions_angstrom": [[-19.928, -18.645, 17.762], [-19.943, -19.182, 19.174], [-20.608, -18.244, 20.171], [-21.454, -19.106, 20.947], [-21.672, -20.247, 20.260], [-22.468, -21.072, 20.563], [-20.864, -20.315, 19.190], [-19.412, -17.687, 17.718], [-20.942, -18.660, 17.356], [-19.425, -19.304, 17.047], [-18.961, -19.557, 19.458], [-21.248, -17.521, 19.662], [-19.946, -17.738, 20.867], [-15.842, -7.923, 13.681], [-16.936, -7.720, 14.706], [-18.326, -7.404, 14.126], [-19.136, -8.499, 14.531], [-18.455, -9.319, 15.366], [-18.930, -10.218, 15.974], [-17.159, -8.967, 15.406], [-15.527, -6.958, 13.277], [-16.139, -8.508, 12.807], [-15.030, -8.468, 14.160], [-16.587, -7.029, 15.471], [-18.309, -7.362, 13.038], [-18.735, -6.471, 14.512], [-21.957, -6.409, 15.743], [-23.377, -6.700, 16.199], [-24.445, -6.671, 15.091], [-24.886, -8.060, 15.045], [-24.497, -8.699, 16.164], [-24.865, -9.776, 16.501], [-23.516, -7.993, 16.785], [-21.473, -7.343, 15.433], [-21.332, -6.089, 16.577], [-21.964, -5.699, 14.923], [-23.661, -6.005, 16.993], [-24.121, -6.459, 14.079], [-25.331, -6.122, 15.399], [-21.678, -11.766, 16.317], [-21.658, -13.155, 16.906], [-22.375, -14.208, 16.057], [-21.372, -15.105, 15.609], [-20.207, -14.825, 16.244], [-19.238, -15.517, 16.199], [-20.297, -13.679, 16.924], [-21.441, -11.753, 15.258], [-21.030, -11.123, 16.905], [-22.701, -11.397, 16.456], [-21.972, -13.149, 17.946], [-22.942, -13.812, 15.210], [-23.153, -14.752, 16.606]], "lowdin_charge": [-0.027, -0.291, -0.084, 0.058, -0.586, 0.162, 0.075, 0.079, 0.097, 0.089, 0.153, 0.133, 0.135, -0.029, -0.292, -0.090, 0.052, -0.558, 0.172, 0.084, 0.090, 0.091, 0.090, 0.151, 0.131, 0.127, -0.018, -0.314, -0.049, 0.054, -0.568, 0.158, 0.078, 0.085, 0.085, 0.083, 0.148, 0.131, 0.131, -0.022, -0.278, -0.104, 0.066, -0.574, 0.144, 0.087, 0.096, 0.074, 0.081, 0.151, 0.132, 0.131], "charge": 0, "multiplicity": 1, "smiles": "C[C@H]1COC(=O)O1.C[C@H]1COC(=O)O1.C[C@H]1COC(=O)O1.C[C@H]1COC(=O)O1", "lumo_ev": 0.2628, "homo_ev": -10.6, "orbital_gap_ev": 10.842}

The most stable of them is ii.